one) Molecular formula: C5H11NO
Method: DFT, ωB97M-V/def2-TZVPD

The expectation value of S² is 0.758. As for the HOMO energy (alpha / beta): -0.4996 / -0.4991 Eh. The net charge is +1. The multiplicity is 2. The calculation puts the HOMO-LUMO gap (alpha / beta) at 9.19 / 5.77 eV.

Each atom is followed by the atoms it is bonded to, with distances in Å.
Atoms and positions in Å:
1 C -1.076 -0.665 1.052  C2 1.386, C4 1.483, H7 1.083
2 C -0.657 -1.985 1.100  C1 1.386, N3 1.350, H8 1.086
3 N -1.304 -2.921 1.826  C2 1.350, H9 1.025, H10 1.008
4 C -0.188 0.503 0.839  C1 1.483, C5 1.512, H11 1.099, H12 1.094
5 C 0.473 0.516 -0.521  C4 1.512, C6 1.320, H13 1.086
6 C 1.701 0.936 -0.767  C5 1.320, H14 1.085, H15 1.087
7 H -2.096 -0.383 1.280  C1 1.083
8 H 0.308 -2.385 0.803  C2 1.086
9 H -1.475 -3.763 1.268  N3 1.025
10 H -2.162 -2.580 2.231  N3 1.008
11 H 0.559 0.571 1.642  C4 1.099
12 H -0.779 1.415 0.967  C4 1.094
13 H 0.003 -0.044 -1.324  C5 1.086
14 H 2.078 0.954 -1.783  C6 1.085
15 H 2.363 1.421 -0.055  C6 1.087
16 H 1.531 2.977 -2.899  O18 0.961
17 H 0.132 2.294 -2.858  O18 0.962
18 O 0.589 3.139 -2.800  H16 0.961, H17 0.962

two) Molecular formula: C5H11NO
Method: DFT, ωB97M-V/def2-TZVPD

The expectation value of S² is 0.764. As for the HOMO energy (alpha / beta): -0.5144 / -0.5133 Eh. The net charge is +1. The multiplicity is 2. The calculation puts the HOMO-LUMO gap (alpha / beta) at 10.17 / 6.05 eV.

Each atom is followed by the atoms it is bonded to, with distances in Å.
Atoms and positions in Å:
1 C 0.712 -2.394 -0.807  C2 1.323, H7 1.082, H8 1.083
2 C 1.210 -1.190 -1.039  C1 1.323, N3 1.413, H9 1.057
3 N 0.879 -0.113 -0.187  C2 1.413, C4 1.521, H10 1.017
4 C 0.333 1.185 -0.762  N3 1.521, C6 1.512, H11 1.150, H12 1.134
5 C -1.940 1.897 -1.464  C6 1.329, H13 1.073, H14 1.177
6 C -1.141 1.413 -0.518  C4 1.512, C5 1.329, H15 1.113
7 H -0.119 -2.837 -0.274  C1 1.082
8 H 1.058 -2.890 -1.706  C1 1.083
9 H 1.529 -0.879 -1.998  C2 1.057
10 H 1.523 0.147 0.556  N3 1.017
11 H 0.999 2.097 -0.545  C4 1.150
12 H 0.447 1.024 -1.878  C4 1.134
13 H -3.004 1.956 -1.333  C5 1.073
14 H -1.352 2.212 -2.433  C5 1.177
15 H -1.459 1.658 0.520  C6 1.113
16 H 0.360 -0.662 4.542  O18 0.952
17 H -0.160 0.068 3.474  O18 0.930
18 O -0.128 -0.823 3.740  H16 0.952, H17 0.930

Stability, descending: one), two)

one) Molecular formula: C5H13NO
Method: DFT, ωB97M-V/def2-TZVPD

The expectation value of S² is 0.755. As for the HOMO energy (alpha / beta): -0.5357 / -0.5348 Eh. The net charge is +1. The multiplicity is 2. The calculation puts the HOMO-LUMO gap (alpha / beta) at 10.25 / 5.43 eV.

Each atom is followed by the atoms it is bonded to, with distances in Å.
Atoms and positions in Å:
1 C -2.654 -0.005 -0.236  C2 1.498, H5 1.099, H6 1.080, H9 1.084
2 C -1.839 -0.253 0.996  C1 1.498, O3 1.257, N4 1.276
3 O -1.344 -1.391 1.197  C2 1.257
4 N -1.593 0.717 1.787  C2 1.276, H7 1.013, H8 1.009
5 H -2.097 0.493 -1.043  C1 1.099
6 H -3.438 0.683 0.042  C1 1.080
7 H -1.188 0.557 2.702  N4 1.013
8 H -1.819 1.675 1.563  N4 1.009
9 H -2.935 -0.929 -0.729  C1 1.084
10 C 1.619 -0.396 -0.002  C11 1.543, C12 1.510, H13 1.090, H14 1.087
11 C 1.761 1.116 -0.273  C10 1.543, H15 1.093, H16 1.072, H19 1.091
12 C 1.779 -1.240 -1.244  C10 1.510, H17 1.091, H18 1.086, H20 1.091
13 H 2.337 -0.666 0.772  C10 1.090
14 H 0.635 -0.479 0.452  C10 1.087
15 H 1.046 1.718 0.294  C11 1.093
16 H 1.551 1.415 -1.281  C11 1.072
17 H 2.472 -0.770 -1.944  C12 1.091
18 H 2.047 -2.283 -1.112  C12 1.086
19 H 2.800 1.419 -0.130  C11 1.091
20 H 0.858 -1.381 -1.812  C12 1.091

two) Molecular formula: C5H13NO
Method: DFT, ωB97M-V/def2-TZVPD

The expectation value of S² is 0.755. As for the HOMO energy (alpha / beta): -0.5332 / -0.5327 Eh. The net charge is +1. The multiplicity is 2. The calculation puts the HOMO-LUMO gap (alpha / beta) at 10.26 / 5.14 eV.

Each atom is followed by the atoms it is bonded to, with distances in Å.
Atoms and positions in Å:
1 C -0.754 -0.418 1.084  C2 1.586, C3 1.538, H6 1.139, H7 1.090
2 C -2.177 -0.322 1.778  C1 1.586, H8 1.069, H11 1.078, H12 1.057
3 C 0.019 0.905 1.214  C1 1.538, O4 1.233, N5 1.336
4 O 1.233 0.993 1.022  C3 1.233
5 N -0.680 1.966 1.627  C3 1.336, H9 1.038, H10 0.921
6 H -0.080 -1.237 1.498  C1 1.139
7 H -0.889 -0.673 0.033  C1 1.090
8 H -2.217 0.277 2.662  C2 1.069
9 H -0.041 2.782 1.685  N5 1.038
10 H -1.590 2.111 1.613  N5 0.921
11 H -2.527 -1.320 1.986  C2 1.078
12 H -2.963 0.069 1.189  C2 1.057
13 C 0.854 -0.485 -2.337  C14 1.520, H15 1.147, H16 1.062, H17 1.071
14 C 2.316 -0.777 -2.041  C13 1.520, H18 1.080, H19 1.113, H20 1.138
15 H 0.367 0.125 -1.496  C13 1.147
16 H 0.747 0.106 -3.213  C13 1.062
17 H 0.388 -1.434 -2.509  C13 1.071
18 H 2.937 -0.168 -2.680  C14 1.080
19 H 2.658 -1.824 -2.204  C14 1.113
20 H 2.399 -0.676 -0.911  C14 1.138

three) Molecular formula: C5H13NO
Method: DFT, ωB97M-V/def2-TZVPD

The expectation value of S² is 0.757. As for the HOMO energy (alpha / beta): -0.5409 / -0.5447 Eh. The net charge is +1. The multiplicity is 2. The calculation puts the HOMO-LUMO gap (alpha / beta) at 10.95 / 7.22 eV.

Each atom is followed by the atoms it is bonded to, with distances in Å.
Atoms and positions in Å:
1 C 2.169 -1.419 -0.139  C2 1.532, H7 1.129, H8 1.106, H9 1.074
2 C 1.595 -0.153 0.506  C1 1.532, C5 1.512, H10 1.096, H11 1.108
3 N -1.176 0.981 0.982  C4 1.407, H12 1.012, H13 1.023
4 C -0.556 1.074 -0.277  N3 1.407, C5 1.366, C6 1.505
5 C 0.672 0.515 -0.489  C2 1.512, C4 1.366, H14 1.093
6 C -1.545 1.332 -1.382  C4 1.505, H15 1.130, H16 1.103, H17 1.119
7 H 1.807 -2.389 0.310  C1 1.129
8 H 3.275 -1.415 -0.102  C1 1.106
9 H 1.906 -1.402 -1.180  C1 1.074
10 H 1.210 -0.244 1.529  C2 1.096
11 H 2.471 0.496 0.696  C2 1.108
12 H -1.971 1.599 1.087  N3 1.012
13 H -0.555 1.097 1.787  N3 1.023
14 H 0.935 0.497 -1.549  C5 1.093
15 H -1.518 2.461 -1.421  C6 1.130
16 H -2.588 0.978 -1.317  C6 1.103
17 H -1.147 1.053 -2.390  C6 1.119
18 H -1.087 -1.094 1.226  O20 0.963
19 H -2.395 -2.004 0.882  O20 0.962
20 O -1.504 -1.962 1.243  H18 0.963, H19 0.962

Stability, descending: three), one), two)

one) Molecular formula: C5H13NO
Method: DFT, ωB97M-V/def2-TZVPD

The expectation value of S² is 0.754. As for the HOMO energy (alpha / beta): -0.5192 / -0.5174 Eh. The net charge is +1. The multiplicity is 2. The calculation puts the HOMO-LUMO gap (alpha / beta) at 10.65 / 5.32 eV.

Each atom is followed by the atoms it is bonded to, with distances in Å.
Atoms and positions in Å:
1 C 0.261 1.039 -0.521  C2 1.506, C5 1.528, H8 1.123, H9 1.133
2 C -0.908 0.462 -1.275  C1 1.506, C3 1.521, O4 1.457, H10 1.067
3 C -2.213 0.420 -0.496  C2 1.521, H11 1.103, H12 1.080, H13 1.123
4 O -1.005 1.121 -2.571  C2 1.457, H14 0.967
5 C 0.626 0.262 0.743  C1 1.528, N6 1.474, H15 1.147, H16 1.099
6 N 1.133 -1.079 0.399  C5 1.474, C7 1.456, H17 1.025
7 C 1.611 -1.871 1.523  N6 1.456, H18 1.095, H19 1.108, H20 1.085
8 H 1.207 1.197 -1.106  C1 1.123
9 H 0.024 2.104 -0.213  C1 1.133
10 H -0.767 -0.593 -1.346  C2 1.067
11 H -2.155 -0.473 0.149  C3 1.103
12 H -3.062 0.461 -1.164  C3 1.080
13 H -2.306 1.205 0.302  C3 1.123
14 H -0.563 1.901 -2.208  O4 0.967
15 H -0.335 -0.041 1.291  C5 1.147
16 H 1.349 0.808 1.365  C5 1.099
17 H 1.956 -0.795 -0.142  N6 1.025
18 H 2.658 -1.563 1.619  C7 1.095
19 H 0.968 -1.648 2.398  C7 1.108
20 H 1.520 -2.917 1.251  C7 1.085

two) Molecular formula: C5H13NO
Method: DFT, ωB97M-V/def2-TZVPD

The expectation value of S² is 0.767. As for the HOMO energy (alpha / beta): -0.5192 / -0.5299 Eh. The net charge is +1. The multiplicity is 2. The calculation puts the HOMO-LUMO gap (alpha / beta) at 10.09 / 7.80 eV.

Each atom is followed by the atoms it is bonded to, with distances in Å.
Atoms and positions in Å:
1 C -2.236 -0.864 1.449  C2 1.493, H7 1.081, H8 1.092, H9 1.093
2 C -1.420 -0.570 0.234  C1 1.493, C3 1.388, H10 1.092
3 C -0.077 -0.233 0.322  C2 1.388, N4 1.329, H11 1.080
4 N 0.580 0.414 -0.635  C3 1.329, C5 1.478, H12 1.014
5 C 1.591 1.430 -0.275  N4 1.478, C6 1.525, H13 1.077, H14 1.092
6 C 0.957 2.637 0.409  C5 1.525, H15 1.079, H16 1.087, H17 1.085
7 H -3.219 -1.208 1.161  C1 1.081
8 H -1.726 -1.600 2.075  C1 1.092
9 H -2.364 0.067 2.009  C1 1.093
10 H -1.842 -0.888 -0.722  C2 1.092
11 H 0.544 -0.468 1.174  C3 1.080
12 H -0.037 0.679 -1.396  N4 1.014
13 H 2.064 1.733 -1.193  C5 1.077
14 H 2.362 0.889 0.277  C5 1.092
15 H 0.784 2.532 1.469  C6 1.079
16 H 0.032 2.866 -0.114  C6 1.087
17 H 1.626 3.473 0.231  C6 1.085
18 H 1.333 -3.425 -1.572  O20 0.964
19 H 0.135 -4.016 -2.464  O20 0.964
20 O 0.914 -3.448 -2.440  H18 0.964, H19 0.964

three) Molecular formula: C5H13NO
Method: DFT, ωB97M-V/def2-TZVPD

The expectation value of S² is 0.769. As for the HOMO energy (alpha / beta): -0.5127 / -0.4858 Eh. The net charge is +1. The multiplicity is 2. The calculation puts the HOMO-LUMO gap (alpha / beta) at 10.26 / 3.04 eV.

Each atom is followed by the atoms it is bonded to, with distances in Å.
Atoms and positions in Å:
1 C -1.365 -0.589 -0.714  C2 1.524, C3 1.504, H4 1.154, H5 1.116
2 C -2.088 -1.874 -1.098  C1 1.524, H6 1.086, H7 1.215, H10 1.097
3 C -1.877 0.122 0.510  C1 1.504, H8 1.129, H9 1.223, H11 1.156
4 H -0.219 -0.693 -0.629  C1 1.154
5 H -1.579 0.022 -1.623  C1 1.116
6 H -2.036 -2.042 -2.169  C2 1.086
7 H -3.144 -2.072 -0.530  C2 1.215
8 H -2.946 0.486 0.503  C3 1.129
9 H -1.869 -0.660 1.451  C3 1.223
10 H -1.938 -2.723 -0.421  C2 1.097
11 H -1.184 0.944 0.933  C3 1.156
12 C 2.017 1.191 1.491  C13 1.533, H16 1.085, H17 1.160, H20 1.184
13 C 1.891 1.290 -0.033  C12 1.533, O14 1.174, N15 1.356
14 O 1.146 1.990 -0.610  C13 1.174
15 N 2.805 0.567 -0.725  C13 1.356, H18 1.076, H19 1.015
16 H 2.879 0.574 1.723  C12 1.085
17 H 1.062 0.625 1.825  C12 1.160
18 H 3.116 0.851 -1.716  N15 1.076
19 H 3.356 -0.183 -0.319  N15 1.015
20 H 1.973 2.173 2.152  C12 1.184

four) Molecular formula: C5H13NO
Method: DFT, ωB97M-V/def2-TZVPD

The expectation value of S² is 0.755. As for the HOMO energy (alpha / beta): -0.4965 / -0.4915 Eh. The net charge is +1. The multiplicity is 2. The calculation puts the HOMO-LUMO gap (alpha / beta) at 10.03 / 4.90 eV.

Each atom is followed by the atoms it is bonded to, with distances in Å.
Atoms and positions in Å:
1 C 1.107 1.364 0.169  C2 1.558, N6 1.423, H7 1.091, H8 1.084
2 C 0.109 0.636 -0.780  C1 1.558, C3 1.543, H9 1.089, H10 1.096
3 C -0.728 -0.466 -0.098  C2 1.543, C5 1.517, H11 1.087, H12 1.088
4 C -1.195 -1.578 -2.287  C5 1.317, H13 1.082, H14 1.083
5 C -1.627 -1.120 -1.130  C3 1.517, C4 1.317, H15 1.080
6 N 2.290 0.576 0.246  C1 1.423, H16 1.028, H17 1.023
7 H 1.402 2.325 -0.255  C1 1.091
8 H 0.691 1.488 1.162  C1 1.084
9 H 0.608 0.174 -1.632  C2 1.089
10 H -0.515 1.453 -1.158  C2 1.096
11 H -0.053 -1.136 0.429  C3 1.087
12 H -1.317 -0.018 0.700  C3 1.088
13 H -1.872 -2.075 -2.970  C4 1.082
14 H -0.171 -1.597 -2.637  C4 1.083
15 H -2.641 -1.163 -0.760  C5 1.080
16 H 2.915 0.665 -0.566  N6 1.028
17 H 2.256 -0.398 0.557  N6 1.023
18 H 0.537 0.266 2.915  O20 0.973
19 H -0.342 0.883 3.768  O20 0.979
20 O -0.431 0.265 3.015  H18 0.973, H19 0.979

Stability, descending: two), four), one), three)

one) Molecular formula: C5H13NO
Method: DFT, ωB97M-V/def2-TZVPD

The expectation value of S² is 0.754. As for the HOMO energy (alpha / beta): -0.5325 / -0.5312 Eh. The net charge is +1. The multiplicity is 2. The calculation puts the HOMO-LUMO gap (alpha / beta) at 11.65 / 6.78 eV.

Each atom is followed by the atoms it is bonded to, with distances in Å.
Atoms and positions in Å:
1 C 0.635 -0.503 1.967  N2 1.458, H8 1.119, H9 1.085, H10 1.100
2 N 0.373 -0.676 0.543  C1 1.458, C3 1.454, C5 1.462
3 C 1.581 -0.942 -0.220  N2 1.454, H11 1.102, H12 1.095, H13 1.086
4 C -0.142 1.661 -0.080  C5 1.532, H14 1.123, H15 1.108, H16 1.094
5 C -0.620 0.206 -0.069  N2 1.462, C4 1.532, C6 1.544, H17 1.135
6 C -1.176 -0.460 -1.347  C5 1.544, O7 1.391, H18 1.100, H19 1.094
7 O -2.494 -0.206 -1.709  C6 1.391, H20 0.970
8 H -0.329 -0.697 2.499  C1 1.119
9 H 1.231 -1.376 2.212  C1 1.085
10 H 1.021 0.483 2.263  C1 1.100
11 H 2.452 -0.285 -0.070  C3 1.102
12 H 1.234 -0.700 -1.230  C3 1.095
13 H 2.025 -1.933 -0.213  C3 1.086
14 H 0.808 1.875 -0.639  C4 1.123
15 H -0.995 2.291 -0.401  C4 1.108
16 H 0.336 1.968 0.855  C4 1.094
17 H -1.535 0.206 0.603  C5 1.135
18 H -0.571 -0.071 -2.179  C6 1.100
19 H -1.005 -1.533 -1.220  C6 1.094
20 H -2.829 0.692 -1.565  O7 0.970

two) Molecular formula: C5H13NO
Method: DFT, ωB97M-V/def2-TZVPD

The expectation value of S² is 0.761. As for the HOMO energy (alpha / beta): -0.5401 / -0.5403 Eh. The net charge is +1. The multiplicity is 2. The calculation puts the HOMO-LUMO gap (alpha / beta) at 10.08 / 7.43 eV.

Each atom is followed by the atoms it is bonded to, with distances in Å.
Atoms and positions in Å:
1 C 2.031 -1.485 0.228  C2 1.529, H7 1.104, H8 1.105, H9 1.091
2 C 0.525 -1.255 0.098  C1 1.529, C3 1.532, H10 1.097, H11 1.101
3 C 0.352 0.034 -0.711  C2 1.532, C4 1.393, N6 1.417
4 C -0.198 0.027 -1.991  C3 1.393, H12 1.088, H13 1.097
5 C 0.867 1.444 1.241  N6 1.503, H14 1.095, H15 1.091, H16 1.087
6 N 0.465 1.352 -0.205  C3 1.417, C5 1.503, H17 1.034
7 H 2.652 -0.888 -0.463  C1 1.104
8 H 2.342 -1.188 1.246  C1 1.105
9 H 2.269 -2.550 0.204  C1 1.091
10 H -0.235 -1.089 0.871  C2 1.097
11 H 0.141 -2.060 -0.547  C2 1.101
12 H -0.904 0.839 -2.148  C4 1.088
13 H 0.004 -0.532 -2.912  C4 1.097
14 H 1.416 0.524 1.469  C5 1.095
15 H 0.045 1.408 1.957  C5 1.091
16 H 1.520 2.309 1.320  C5 1.087
17 H 1.269 1.843 -0.631  N6 1.034
18 H -2.644 -0.221 0.950  O20 0.964
19 H -4.019 -0.428 1.398  O20 0.968
20 O -3.542 -0.015 0.665  H18 0.964, H19 0.968

Stability, descending: one), two)